Run A
Formula: C3H10S
Source: OMol25
Level of theory: wB97M-V/def2-TZVPD

The geometry in ORCA input format:
```
! RIJCOSX wB97M-V def2-TZVPD def2/J DEFGRID3
* xyz 0 1
C 1.5410 -0.5716 -0.9946
C 1.8569 0.9163 -0.4893
H 0.8110 -1.2702 -0.3964
H 2.3963 -1.1694 -1.4589
H 0.8163 -0.1976 -1.7147
H 2.7333 0.9664 0.2469
H 2.1010 1.4407 -1.4943
H 1.0358 1.4009 0.1795
C -2.6410 -0.2786 0.8314
S -1.3693 0.0185 2.1029
H -3.5313 -0.7274 1.2425
H -2.9386 0.7286 0.5320
H -2.5921 -0.8481 -0.1001
H -0.2192 -0.4085 1.5131
*
```

Output
M = 78.18 g mol⁻¹
HOMO energy = -9.1 eV
orbital gap = 10.03 eV
LUMO energy = 0.95 eV

Run B
Formula: C3H10S
Source: OMol25
Level of theory: wB97M-V/def2-TZVPD

The geometry in ORCA input format:
```
! RIJCOSX wB97M-V def2-TZVPD def2/J DEFGRID3
* xyz 0 1
C 1.8734 0.8056 -1.0295
C 0.4744 1.2386 -1.4404
H 2.1568 -0.1102 -1.5398
H 2.6426 1.5470 -1.1924
H 1.8646 0.4447 0.0028
H -0.0553 0.5599 -2.1044
H 0.3349 2.2446 -1.8533
H -0.1923 1.4025 -0.5854
C -1.4860 -1.0522 1.9989
S -2.3715 -2.0342 0.7328
H -2.0845 -0.8008 2.8548
H -1.3043 -0.0973 1.5152
H -0.6079 -1.5636 2.3670
H -1.2449 -2.5847 0.2737
*
```

Output
M = 78.18 g mol⁻¹
HOMO energy = -9.1 eV
orbital gap = 9.94 eV
LUMO energy = 0.89 eV

Least stable: run A

Run A
Formula: C5H10OS
Source: OMol25
Level of theory: wB97M-V/def2-TZVPD

The geometry in ORCA input format:
```
! RIJCOSX wB97M-V def2-TZVPD def2/J DEFGRID3
* xyz 0 1
C 0.2278 1.0703 -1.8030
O -0.4350 0.5435 -0.6776
C -0.0225 0.6501 0.6232
C 0.8989 1.7470 1.0543
C -0.6291 -0.2624 1.4353
S -1.7191 -1.5690 1.0185
C -0.7261 -2.6857 -0.1667
H -0.1318 0.5934 -2.7229
H 0.0896 2.2755 -2.0686
H 1.2848 0.8477 -1.6454
H 0.4629 2.5956 0.5583
H 0.9409 1.9053 2.1370
H 1.9737 1.5723 0.6999
H -0.5923 -0.2717 2.5789
H -0.1514 -2.2659 -1.1400
H -1.4964 -3.4906 -0.3182
H 0.0251 -3.2555 0.4371
*
```

Output
M = 118.20 g mol⁻¹
HOMO energy = -7.7 eV
orbital gap = 8.56 eV
LUMO energy = 0.84 eV

Run B
Formula: C5H10OS
Source: OMol25
Level of theory: wB97M-V/def2-TZVPD

The geometry in ORCA input format:
```
! RIJCOSX wB97M-V def2-TZVPD def2/J DEFGRID3
* xyz 0 1
C 1.9249 -1.1694 0.5665
C 1.8441 -0.3874 -0.5143
O 1.2207 0.9015 -0.6181
C -0.1581 1.0482 -0.2228
C -0.2518 1.3917 1.2998
S -1.3432 -0.1691 -0.8139
C -1.4853 -1.2967 0.6176
H 1.3356 -0.9824 1.4398
H 2.5385 -2.0746 0.4944
H 2.3435 -0.5830 -1.4711
H -0.4615 1.9333 -0.7700
H 0.4266 2.1716 1.5625
H 0.0706 0.5228 1.8567
H -1.2878 1.6101 1.6009
H -2.3141 -1.9665 0.4068
H -0.6000 -1.9351 0.8039
H -1.5687 -0.7213 1.5619
*
```

Output
M = 118.20 g mol⁻¹
HOMO energy = -8.9 eV
orbital gap = 9.83 eV
LUMO energy = 0.90 eV

Run C
Formula: C5H10OS
Source: OMol25
Level of theory: wB97M-V/def2-TZVPD

The geometry in ORCA input format:
```
! RIJCOSX wB97M-V def2-TZVPD def2/J DEFGRID3
* xyz 0 1
C 1.6916 -0.7267 -0.5233
C 1.0667 -0.2849 0.8004
C -0.3724 0.3582 0.6049
C -0.2442 1.5199 -0.3839
C -1.3574 -0.7372 0.1808
O -0.9995 -1.8644 -0.1351
S -3.0506 -0.0902 0.0386
H 2.2959 -1.6324 -0.3355
H 0.9020 -0.9951 -1.2700
H 2.4358 0.0449 -0.8720
H 1.0149 -1.0983 1.6143
H 1.6813 0.5198 1.2277
H -0.8078 0.6851 1.6601
H -1.2359 2.0033 -0.5502
H 0.5093 2.2243 -0.0977
H 0.0804 1.1783 -1.3766
H -3.6102 -1.1045 -0.5825
*
```

Output
M = 118.20 g mol⁻¹
HOMO energy = -9.8 eV
orbital gap = 10.56 eV
LUMO energy = 0.74 eV

Least stable: run A

Run A
Formula: C4H5NO2
Source: OMol25
Level of theory: wB97M-V/def2-TZVPD

The geometry in ORCA input format:
```
! RIJCOSX wB97M-V def2-TZVPD def2/J DEFGRID3
* xyz 0 1
N -2.3921 -0.8198 -0.1892
C -1.2567 -0.6260 0.4561
C -0.0288 -0.7121 0.5748
C 1.0796 0.0378 0.0012
O 2.4115 -0.2493 0.3315
C 0.9361 1.5693 0.0294
O -0.1240 2.1360 -0.0373
H -3.2955 -0.6311 0.2027
H -2.3365 -0.9600 -1.1888
H 0.8076 -0.4125 -0.9866
H 2.4392 -1.1729 0.6052
H 1.8921 2.1302 0.1147
*
```

Output
M = 99.09 g mol⁻¹
HOMO energy = -8.9 eV
orbital gap = 9.60 eV
LUMO energy = 0.68 eV

Run B
Formula: C4H5NO2
Source: OMol25
Level of theory: wB97M-V/def2-TZVPD

The geometry in ORCA input format:
```
! RIJCOSX wB97M-V def2-TZVPD def2/J DEFGRID3
* xyz 0 1
N 0.7516 1.1592 -2.4262
C 0.2267 0.7132 -1.2706
C -0.2743 0.3092 -0.2446
C -0.7945 -0.4790 0.8728
O -1.0964 0.2593 2.0446
C 0.2817 -1.5166 1.1983
O 0.2205 -2.6781 0.8901
H 1.7179 1.4516 -2.3940
H 0.1619 1.7742 -2.9688
H -1.6998 -1.0130 0.5648
H -0.6446 1.1094 1.9874
H 1.1492 -1.0894 1.7462
*
```

Output
M = 99.09 g mol⁻¹
HOMO energy = -9.2 eV
orbital gap = 9.78 eV
LUMO energy = 0.57 eV

Least stable: run A

Run A
Formula: C4H5NO2
Source: OMol25
Level of theory: wB97M-V/def2-TZVPD

The geometry in ORCA input format:
```
! RIJCOSX wB97M-V def2-TZVPD def2/J DEFGRID3
* xyz 0 1
C -1.6556 -1.3369 -0.0944
N -0.7946 -0.6138 0.4807
C -0.5269 0.7081 -0.0513
C 0.8922 0.3785 -0.5063
O 1.1832 -0.1856 -1.5329
C 1.9608 0.5757 0.5716
O 1.7161 1.0605 1.6466
H -2.3913 -0.9627 -0.8154
H -1.6550 -2.4030 0.1240
H -1.1923 1.0404 -0.8634
H -0.4805 1.4578 0.7436
H 2.9645 0.2196 0.2747
*
```

Output
M = 99.09 g mol⁻¹
HOMO energy = -9.8 eV
orbital gap = 9.21 eV
LUMO energy = -0.59 eV

Run B
Formula: C4H5NO2
Source: OMol25
Level of theory: wB97M-V/def2-TZVPD

The geometry in ORCA input format:
```
! RIJCOSX wB97M-V def2-TZVPD def2/J DEFGRID3
* xyz 0 1
O 1.5289 -0.4106 -0.1513
C 1.2121 0.4665 -0.9388
C -0.0994 1.0096 -1.1666
C -1.1209 0.7262 -0.2588
N -1.1688 -0.4129 0.5315
C -0.5357 -1.3242 1.1792
O 0.5515 -1.2529 1.8536
H 1.8361 0.9671 -1.6516
H -0.2946 1.8249 -1.7543
H -1.9958 1.3840 -0.2280
H -1.0920 -2.3164 1.2967
H 1.1785 -0.6613 1.2883
*
```

Output
M = 99.09 g mol⁻¹
HOMO energy = -8.9 eV
orbital gap = 8.95 eV
LUMO energy = 0.02 eV

Least stable: run B

Run A
Formula: H4O2
Source: OMol25
Level of theory: wB97M-V/def2-TZVPD

The geometry in ORCA input format:
```
! RIJCOSX wB97M-V def2-TZVPD def2/J DEFGRID3
* xyz 0 1
O -1.9089 -0.0746 -0.0888
H -1.1673 -0.7005 -0.3183
H -1.5271 0.8125 0.0762
O 1.2353 -0.0787 -0.1947
H 1.4969 -0.6327 0.5419
H 1.8712 0.6740 -0.0164
*
```

Output
M = 36.03 g mol⁻¹
HOMO energy = -11.0 eV
orbital gap = 11.62 eV
LUMO energy = 0.59 eV

Run B
Formula: H4O2
Source: OMol25
Level of theory: wB97M-V/def2-TZVPD

The geometry in ORCA input format:
```
! RIJCOSX wB97M-V def2-TZVPD def2/J DEFGRID3
* xyz 0 1
O 3.8370 6.0698 -3.6229
H 4.7828 6.3243 -3.5281
H 3.3473 6.7287 -3.0804
O 4.4081 4.3993 -4.7471
H 3.8393 4.9632 -4.1756
H 4.0192 4.4859 -5.6468
*
```

Output
M = 36.03 g mol⁻¹
HOMO energy = -9.9 eV
orbital gap = 10.48 eV
LUMO energy = 0.53 eV

Least stable: run B

Run A
Formula: H4O2
Source: OMol25
Level of theory: wB97M-V/def2-TZVPD

The geometry in ORCA input format:
```
! RIJCOSX wB97M-V def2-TZVPD def2/J DEFGRID3
* xyz 0 1
O 1.3937 0.0393 -0.1153
H 0.5646 -0.3661 0.1801
H 1.9779 -0.1459 0.5944
O -1.2807 -0.0339 0.0373
H -2.1020 -0.4490 -0.2470
H -1.3448 0.9180 0.0960
*
```

Output
M = 36.03 g mol⁻¹
HOMO energy = -10.9 eV
orbital gap = 11.75 eV
LUMO energy = 0.81 eV

Run B
Formula: H4O2
Source: OMol25
Level of theory: wB97M-V/def2-TZVPD

The geometry in ORCA input format:
```
! RIJCOSX wB97M-V def2-TZVPD def2/J DEFGRID3
* xyz 0 1
O -0.4674 0.5431 0.6130
H -0.7082 0.2883 1.5037
H -1.2832 0.4793 0.1164
O 0.6619 -0.7914 -0.7895
H 0.6906 -0.2600 0.0061
H 1.1062 -0.2594 -1.4497
*
```

Output
M = 36.03 g mol⁻¹
HOMO energy = -10.3 eV
orbital gap = 11.08 eV
LUMO energy = 0.80 eV

Least stable: run B